No. 1
{"formula": "C12H16Cl3F5OSn", "method": "ωB97M-V/def2-TZVPD", "total_charge": -2, "e_homo_ev": 0.54, "total_energy_ha": -2636.325864, "lumo_ev": 4.30, "mol_weight_g_mol": 496.3, "species": ["C", "C", "C", "C", "C", "C", "C", "C", "C", "C", "Sn", "Cl", "Cl", "Cl", "H", "H", "H", "H", "H", "H", "H", "H", "H", "H", "H", "H", "H", "H", "H", "O", "H", "F", "C", "F", "C", "F", "F", "F"], "positions_angstrom": [[1.850, 0.715, 0.586], [0.980, 1.584, 1.308], [-0.109, 1.909, 0.457], [1.149, 2.039, 2.692], [0.220, 1.452, -0.847], [1.427, 0.704, -0.764], [2.157, 0.063, -1.874], [2.994, -0.033, 1.128], [-1.366, 2.569, 0.850], [-0.589, 1.682, -2.063], [-1.269, -1.773, 2.385], [-1.106, -0.015, 3.863], [-0.622, -3.783, 3.303], [-3.375, -1.528, 1.480], [1.907, 1.441, 3.204], [0.213, 1.932, 3.246], [1.439, 3.097, 2.742], [-1.743, 2.155, 1.791], [-2.157, 2.424, 0.103], [-1.234, 3.646, 1.004], [-1.671, 1.620, -1.887], [-0.345, 0.971, -2.859], [-0.411, 2.682, -2.476], [1.527, -0.051, -2.759], [2.543, -0.925, -1.599], [3.032, 0.659, -2.165], [2.793, -0.294, 2.173], [3.926, 0.552, 1.077], [3.152, -0.972, 0.578], [-0.216, -1.601, 0.699], [-0.802, -1.425, -0.073], [-0.835, -2.001, -3.057], [-1.661, -2.227, -2.023], [-2.642, -1.305, -2.080], [-2.158, -3.666, -2.011], [-2.247, -4.045, -3.307], [-1.365, -4.574, -1.375], [-3.386, -3.676, -1.453]], "lowdin_charge": [-0.29, -0.29, -0.27, -0.14, -0.26, -0.27, -0.08, -0.10, -0.09, -0.09, 0.21, 0.10, -0.01, 0.04, 0.05, -0.03, 0.06, 0.04, 0.06, 0.06, 0.06, 0.05, 0.05, 0.05, 0.06, 0.06, 0.05, 0.06, 0.06, -0.39, -0.04, 0.00, -0.42, -0.02, -0.60, 0.07, 0.09, 0.09]}

No. 2
{"formula": "C12H16CuO2", "method": "ωB97M-V/def2-TZVPD", "total_charge": 1, "e_homo_ev": -13.18, "total_energy_ha": -2257.481035, "lumo_ev": -5.76, "mol_weight_g_mol": 255.8, "species": ["C", "C", "C", "C", "C", "O", "C", "C", "C", "C", "C", "C", "C", "O", "H", "H", "H", "H", "H", "H", "H", "H", "H", "H", "H", "H", "H", "H", "H", "H", "Cu"], "positions_angstrom": [[4.073, 1.740, 0.163], [3.751, 0.290, -0.261], [2.284, 0.033, -0.374], [1.681, -1.062, 0.108], [0.228, -1.141, -0.053], [-0.350, -2.200, -0.363], [-0.527, 0.121, 0.127], [-1.860, 0.176, 0.856], [-2.079, -1.063, 1.731], [-3.032, 0.500, -0.089], [-3.692, -0.685, -0.787], [0.063, 1.207, -0.383], [1.382, 1.034, -1.042], [1.701, 1.587, -2.064], [3.206, 2.392, 0.131], [4.871, 2.151, -0.446], [4.428, 1.750, 1.190], [4.101, -0.361, 0.538], [4.289, 0.007, -1.162], [2.211, -1.857, 0.615], [-1.768, 1.012, 1.549], [-2.881, -0.886, 2.441], [-2.269, -1.951, 1.142], [-1.172, -1.248, 2.307], [-3.784, 1.029, 0.494], [-2.701, 1.200, -0.855], [-3.859, -1.538, -0.138], [-4.678, -0.371, -1.126], [-3.163, -0.985, -1.691], [-0.383, 2.191, -0.341], [-0.070, -3.072, -2.215]], "lowdin_charge": [-0.06, -0.16, -0.13, 0.06, -0.29, 0.01, -0.10, -0.30, -0.05, -0.20, -0.09, 0.10, -0.34, 0.16, 0.07, 0.08, 0.08, 0.11, 0.13, 0.14, 0.15, 0.10, 0.06, 0.09, 0.12, 0.11, 0.07, 0.08, 0.07, 0.15, 0.80]}

No. 3
{"formula": "C12H16FeNO", "method": "ωB97M-V/def2-TZVPD", "total_charge": -1, "multiplicity": 5, "e_homo_ev": [-0.85, -2.78], "total_energy_ha": -1860.267725, "lumo_ev": [3.52, 2.08], "mol_weight_g_mol": 246.1, "species": ["N", "O", "H", "H", "H", "C", "C", "C", "C", "C", "C", "C", "Fe", "C", "C", "C", "C", "C", "H", "H", "H", "H", "H", "H", "H", "H", "H", "H", "H", "H", "H"], "positions_angstrom": [[1.163, -0.365, -2.036], [1.836, -1.190, -3.812], [1.682, 0.061, -2.848], [1.203, -1.383, -2.123], [2.518, -1.863, -3.679], [-1.328, -0.452, -2.165], [-0.046, 0.313, -1.924], [0.063, 0.963, -0.585], [-0.775, 1.829, 0.184], [0.005, 2.216, 1.385], [1.301, 1.657, 1.274], [1.358, 0.918, 0.046], [-0.117, 0.255, 1.182], [-0.535, -1.653, 1.077], [-1.715, -0.900, 1.501], [-1.361, -0.177, 2.705], [0.022, -0.473, 3.019], [0.534, -1.366, 2.013], [-2.053, 0.368, -2.138], [-1.229, -0.989, -3.127], [-1.473, -1.206, -1.415], [-0.056, 1.159, -2.674], [-1.788, 2.130, -0.045], [-0.373, 2.855, 2.145], [2.144, 1.804, 1.914], [2.232, 0.482, -0.450], [-0.518, -2.390, 0.282], [-2.702, -1.000, 1.074], [-2.059, 0.371, 3.319], [0.552, -0.142, 3.906], [1.516, -1.832, 1.992]], "lowdin_spin": [0.41, 0.43, 0.01, 0.01, 0.01, 0.00, 0.05, 0.04, 0.05, 0.05, 0.05, 0.06, 2.54, 0.03, 0.04, 0.05, 0.05, 0.02, 0.00, 0.00, 0.00, 0.01, 0.01, 0.01, 0.01, 0.01, 0.01, 0.01, 0.01, 0.01, 0.01]}

No. 4
{"formula": "C12H16GaN2O5", "method": "ωB97M-V/def2-TZVPD", "total_charge": 3, "e_homo_ev": [-17.56, -17.57], "de_lowest_kj_mol": 22.2, "total_energy_ha": -2876.072044, "lumo_ev": [-14.15, -14.15], "mol_weight_g_mol": 338.0, "species": ["Ga", "O", "C", "C", "O", "C", "O", "C", "O", "C", "H", "H", "C", "H", "H", "C", "N", "C", "C", "C", "N", "C", "C", "O", "H", "H", "H", "H", "H", "H", "H", "H", "H", "H", "H", "H"], "positions_angstrom": [[-0.017, 0.192, -1.528], [0.169, 3.288, -1.670], [0.117, 2.173, -1.974], [-0.099, -1.993, -1.741], [-0.149, -3.139, -1.774], [1.994, -0.049, -1.927], [3.144, -0.166, -1.926], [-1.996, 0.148, -2.011], [-3.152, 0.147, -2.027], [0.033, 0.681, -6.847], [-0.872, 1.293, -6.818], [0.991, 1.204, -6.797], [-0.031, -0.663, -6.907], [0.872, -1.277, -6.908], [-0.989, -1.187, -6.928], [2.260, 1.044, 2.054], [1.159, 0.111, 2.295], [1.300, -0.847, 3.391], [0.082, -0.957, 4.252], [-1.146, -1.047, 3.402], [-1.176, -0.070, 2.314], [-2.415, 0.673, 2.080], [-0.039, 0.349, 1.706], [-0.096, 0.958, 0.558], [2.044, 1.640, 1.166], [3.203, 0.513, 1.891], [2.361, 1.718, 2.922], [1.494, -1.840, 2.971], [2.175, -0.577, 3.979], [0.015, -0.087, 4.900], [0.162, -1.858, 4.863], [-2.049, -0.934, 3.998], [-1.173, -2.055, 2.974], [-3.253, 0.004, 1.858], [-2.646, 1.269, 2.979], [-2.279, 1.341, 1.229]], "lowdin_charge": [0.49, 0.33, 0.13, 0.12, 0.31, 0.13, 0.33, 0.13, 0.33, -0.06, 0.05, 0.05, -0.05, 0.06, 0.06, 0.01, -0.05, -0.12, -0.13, -0.12, -0.05, 0.01, -0.39, -0.07, 0.08, 0.11, 0.13, 0.14, 0.15, 0.14, 0.15, 0.15, 0.14, 0.11, 0.13, 0.08]}

No. 5
{"formula": "C12H16N2", "method": "ωB97M-V/def2-TZVPD", "total_charge": -1, "multiplicity": 2, "e_homo_ev": [0.58, -3.64], "de_lowest_kj_mol": 69.5, "total_energy_ha": -576.291604, "lumo_ev": [3.39, 3.27], "mol_weight_g_mol": 188.3, "species": ["C", "C", "C", "C", "C", "N", "N", "H", "H", "H", "H", "H", "H", "H", "H", "C", "C", "C", "C", "C", "C", "C", "H", "H", "H", "H", "H", "H", "H", "H"], "positions_angstrom": [[-2.371, 1.315, 1.511], [-3.098, 0.420, 0.468], [-1.267, 2.199, 0.861], [-0.003, 1.830, 0.546], [-0.441, 3.945, -0.098], [-1.493, 3.537, 0.559], [0.472, 2.884, -0.226], [-3.110, 2.007, 1.844], [-2.005, 0.742, 2.345], [-2.491, -0.470, 0.275], [0.610, 0.982, 0.738], [-0.160, 4.844, -0.609], [1.439, 3.148, -0.496], [-3.321, 1.033, -0.430], [-4.070, 0.259, 0.946], [2.992, -2.231, -2.166], [-0.110, -1.466, 0.984], [1.318, -1.434, 1.169], [-0.366, -2.004, -0.302], [2.283, -1.813, 0.259], [0.563, -2.250, -1.297], [1.944, -2.165, -1.131], [-0.868, -1.042, 1.592], [1.681, -1.079, 2.130], [-1.415, -2.302, -0.547], [3.292, -1.778, 0.653], [0.177, -2.547, -2.250], [2.704, -1.526, -2.986], [3.165, -3.262, -2.523], [3.949, -1.777, -1.816]], "lowdin_spin": [0.00, 0.00, 0.00, 0.02, 0.01, 0.00, 0.01, 0.00, 0.00, 0.00, 0.01, 0.00, 0.01, 0.00, 0.00, 0.06, 0.24, 0.06, 0.11, 0.07, 0.05, 0.25, 0.03, 0.00, 0.01, 0.01, 0.01, 0.02, 0.01, 0.01]}

No. 6
{"formula": "C12H16N2", "method": "ωB97M-V/def2-TZVPD", "total_charge": 0, "e_homo_ev": -8.40, "smiles": "CCc1c[nH]cn1.Cc1ccccc1", "de_lowest_kj_mol": 118.6, "total_energy_ha": -576.334816, "lumo_ev": 0.83, "mol_weight_g_mol": 188.3, "species": ["C", "C", "C", "C", "C", "N", "N", "H", "H", "H", "H", "H", "H", "H", "H", "C", "C", "C", "C", "C", "C", "C", "H", "H", "H", "H", "H", "H", "H", "H"], "positions_angstrom": [[2.254, 1.278, 1.706], [3.140, 2.524, 1.897], [2.575, 0.677, 0.358], [2.132, 1.151, -0.834], [3.516, -0.464, -1.179], [3.381, -0.430, 0.125], [2.790, 0.491, -1.856], [2.580, 0.491, 2.396], [1.187, 1.448, 1.769], [4.174, 2.284, 2.136], [1.353, 1.870, -1.037], [4.022, -1.229, -1.750], [2.540, 0.615, -2.827], [2.761, 2.819, 2.889], [2.984, 3.340, 1.213], [-4.387, -0.859, -1.836], [-1.205, -1.370, 1.021], [-1.422, -0.151, 0.451], [-2.102, -2.405, 0.772], [-2.497, 0.042, -0.440], [-3.023, -2.291, -0.244], [-3.213, -1.044, -0.906], [-0.299, -1.549, 1.602], [-0.904, 0.751, 0.756], [-2.206, -3.340, 1.322], [-2.681, 1.077, -0.714], [-3.454, -3.222, -0.584], [-5.226, -1.475, -1.495], [-4.025, -1.194, -2.813], [-4.745, 0.163, -1.901]], "lowdin_charge": [-0.20, -0.10, -0.34, -0.10, -0.21, 0.10, 0.06, 0.11, 0.09, 0.08, 0.11, 0.11, 0.15, 0.07, 0.07, -0.06, -0.10, -0.10, -0.10, -0.06, -0.06, -0.28, 0.11, 0.09, 0.11, 0.11, 0.11, 0.08, 0.08, 0.07]}

No. 7
{"formula": "C12H16N2", "method": "ωB97M-V/def2-TZVPD", "total_charge": 0, "e_homo_ev": -8.40, "smiles": "CCc1c[nH]cn1.Cc1ccccc1", "de_lowest_kj_mol": 288.3, "total_energy_ha": -576.270184, "lumo_ev": 0.83, "mol_weight_g_mol": 188.3, "species": ["C", "C", "C", "C", "C", "C", "C", "H", "H", "H", "H", "H", "H", "H", "H", "C", "C", "C", "C", "C", "N", "N", "H", "H", "H", "H", "H", "H", "H", "H"], "positions_angstrom": [[-2.758, -1.392, 3.993], [-0.628, 1.232, 2.426], [-0.149, 0.543, 1.224], [-1.291, 0.547, 3.409], [-1.662, -0.790, 3.181], [-0.421, -0.819, 1.051], [-1.209, -1.493, 2.047], [-0.476, 2.345, 2.563], [0.438, 1.193, 0.475], [-1.668, 0.946, 4.368], [-0.126, -1.246, 0.121], [-2.390, -2.384, 4.384], [-3.534, -1.845, 3.453], [-1.434, -2.517, 2.016], [-3.062, -0.598, 4.622], [0.266, -0.469, -2.973], [0.568, -0.291, -4.495], [1.145, 0.379, -2.220], [2.444, 0.178, -1.708], [1.851, 2.277, -1.121], [0.840, 1.742, -1.902], [2.839, 1.331, -1.089], [-0.877, -0.029, -2.775], [0.523, -1.629, -2.802], [0.888, 0.704, -4.955], [3.120, -0.672, -1.920], [1.829, 3.212, -0.708], [3.805, 1.279, -0.962], [-0.220, -0.754, -5.049], [1.350, -0.978, -4.655]], "lowdin_charge": [-0.06, -0.08, -0.07, -0.08, -0.29, -0.07, -0.03, 0.11, 0.08, 0.11, 0.07, 0.10, 0.06, 0.09, 0.06, -0.23, -0.12, -0.36, -0.07, -0.15, 0.08, 0.03, 0.17, 0.15, 0.11, 0.13, 0.08, 0.12, 0.05, 0.04]}

No. 8
{"formula": "C12H16N2O", "method": "ωB97M-V/def2-TZVPD", "total_charge": 0, "e_homo_ev": -8.23, "smiles": "Cc1c[nH]c2ccccc12.CCC(N)=O", "de_lowest_kj_mol": 71.1, "total_energy_ha": -651.616510, "lumo_ev": 0.70, "mol_weight_g_mol": 204.3, "species": ["C", "C", "C", "C", "C", "C", "C", "C", "C", "N", "H", "H", "H", "H", "H", "H", "H", "H", "H", "C", "C", "C", "O", "N", "H", "H", "H", "H", "H", "H", "H"], "positions_angstrom": [[0.170, -2.945, 1.862], [-0.203, -1.540, -0.297], [-0.681, -2.354, 0.802], [-1.315, -0.876, -0.820], [-2.025, -2.194, 0.824], [1.032, -1.405, -0.974], [-1.277, 0.012, -1.898], [1.044, -0.614, -2.101], [-0.024, 0.230, -2.448], [-2.432, -1.247, -0.093], [1.919, -1.928, -0.643], [0.682, -3.908, 1.765], [-0.268, -2.922, 2.859], [-2.745, -2.760, 1.395], [-3.376, -1.093, -0.395], [-2.046, 0.670, -2.274], [1.985, -0.613, -2.600], [0.086, 0.991, -3.198], [1.032, -2.338, 1.996], [1.171, 1.829, 0.361], [1.626, 2.753, -0.796], [0.322, 2.352, 1.496], [0.793, 3.183, 2.248], [-0.924, 1.858, 1.698], [0.789, 0.908, -0.067], [2.128, 1.702, 0.868], [1.461, 3.822, -0.640], [1.029, 2.545, -1.676], [-1.319, 2.177, 2.566], [-1.316, 1.132, 1.125], [2.684, 2.574, -0.944]], "lowdin_charge": [-0.05, -0.14, -0.22, -0.24, -0.07, -0.03, -0.01, -0.10, -0.11, 0.08, 0.12, 0.08, 0.08, 0.12, 0.15, 0.11, 0.10, 0.10, 0.06, -0.14, -0.07, -0.56, 0.03, 0.18, 0.06, 0.12, 0.08, 0.04, 0.11, 0.08, 0.07]}

Number 1: F_max 5.4 eV/Å. Number 2: F_max 1.1 eV/Å. Number 3: F_max 3.1 eV/Å. Number 4: F_max 7.4 eV/Å. Number 5: F_max 3.0 eV/Å. Number 6: F_max 3.0 eV/Å. Number 7: F_max 6.9 eV/Å. Number 8: F_max 1.7 eV/Å.